Run w
The following is a DFT calculation (the ωB97M-V functional and the def2-TZVPD basis) of C4H3N as an isolated structure.

Positions of all 8 atoms, in Å:
C  1.67602  -0.30936  -1.14231
C  -0.31539  0.62078  0.36436
C  0.75534  0.18397  -0.51205
C  -0.26536  -1.36806  -0.12726
N  -0.94135  -0.54615  0.61881
H  2.45090  -0.78511  -1.69650
H  -0.59750  1.48781  0.86830
H  -1.66287  -0.70359  1.39018

The value obtained for the LUMO energy is -0.0088 hartree. For the molar mass, the calculation gives 65.07 g mol⁻¹.

In elementary charge units, the Löwdin charges are:
1. C 0.173
2. C -0.238
3. C -0.250
4. C 0.087
5. N -0.095
6. H 0.056
7. H 0.064
8. H 0.202

***

Run x
The following is a DFT calculation (the ωB97M-V functional and the def2-TZVPD basis) of one molecule with the formula C4H3N.

Positions of all 8 atoms, in Å:
C  -0.29596  1.12447  -1.58754
C  -0.01079  0.61769  -0.54205
C  0.27799  0.01678  0.73618
C  0.92459  -1.28919  0.67126
N  1.45608  -2.31559  0.62798
H  -0.39444  1.58415  -2.53952
H  -0.97587  -0.02978  1.05295
H  0.82035  0.68856  1.42039

The value obtained for the LUMO energy is 0.0206 hartree. Its SMILES is C#CCC#N. For the molar mass, the calculation gives 65.07 g mol⁻¹.

In elementary charge units, the Löwdin charges are:
1. C 0.122
2. C -0.201
3. C -0.207
4. C -0.230
5. N 0.150
6. H 0.030
7. H 0.214
8. H 0.121

***

Which one sits at the bottom of the stability order? run w does.

***

Run w
The following is a DFT calculation (the ωB97M-V functional and the def2-TZVPD basis) of C4H3N as an isolated structure.

Positions of all 8 atoms, in Å:
C  -1.07701  0.06112  -0.00055
C  0.36795  0.44509  -0.07887
C  1.24356  1.40115  -0.25211
C  1.47468  -0.49395  0.07256
N  2.30169  -1.30532  0.20252
H  -1.70362  0.93017  -0.20844
H  -1.31151  -0.31815  0.99785
H  -1.29574  -0.72011  -0.73297

The value obtained for the LUMO energy is -0.0393 hartree. For the molar mass, the calculation gives 65.07 g mol⁻¹.

In elementary charge units, the Löwdin charges are:
1. C -0.039
2. C -0.390
3. C 0.263
4. C -0.294
5. N 0.196
6. H 0.084
7. H 0.090
8. H 0.090

***

Run x
The following is a DFT calculation (the ωB97M-V functional and the def2-TZVPD basis) of a 2-piece molecular cluster, C4H3N overall.

Positions of all 8 atoms, in Å:
C  -0.63635  -0.12597  1.12116
C  -0.71328  1.12584  0.55636
C  -0.99189  0.10140  -0.25694
H  -0.71768  2.20506  0.47159
H  -1.34200  -0.07733  -1.24020
C  1.52431  -1.05206  -0.18185
N  2.25021  -1.44835  -1.07327
H  0.62668  -0.72859  0.60316

The value obtained for the LUMO energy is -0.0108 hartree. Its SMILES is C1=CC=1.C#N. For the molar mass, the calculation gives 65.07 g mol⁻¹.

In elementary charge units, the Löwdin charges are:
1. C 0.004
2. C -0.058
3. C -0.038
4. H 0.115
5. H 0.112
6. C -0.119
7. N 0.008
8. H -0.025

***

Which one sits at the bottom of the stability order? run x does.

***

Run w
The following is a DFT calculation (the ωB97M-V functional and the def2-TZVPD basis) of C4H3N as an isolated structure.

Positions of all 8 atoms, in Å:
C  -1.11475  -0.71770  0.05065
C  1.17612  -0.36052  0.05492
C  0.24342  -1.18568  -0.03140
C  -1.02788  0.63326  -0.09026
N  0.06729  1.17682  0.14125
H  -1.98717  -1.33168  0.15046
H  2.22976  -0.22011  0.04799
H  0.41321  2.00561  -0.32360

The value obtained for the LUMO energy (spin up / spin down) is -0.0647 / -0.0664 hartree. For the molar mass, the calculation gives 65.07 g mol⁻¹.

In elementary charge units, the Löwdin charges are:
1. C -0.077
2. C 0.019
3. C -0.107
4. C -0.147
5. N 0.079
6. H 0.077
7. H 0.055
8. H 0.101

***

Run x
The following is a DFT calculation (the ωB97M-V functional and the def2-TZVPD basis) of a 2-piece molecular cluster, C4H3N overall.

Positions of all 8 atoms, in Å:
C  -1.01951  -1.14685  -0.19233
C  -1.77410  -0.41758  -1.11962
C  -0.60888  0.14897  -0.73536
H  -2.78288  -0.36360  -1.52486
H  0.16433  0.83092  -1.07630
C  1.96691  0.25138  1.48536
N  1.37691  1.22446  1.56954
H  2.67722  -0.52770  1.59357

The value obtained for the LUMO energy is 0.0300 hartree. Its SMILES is C1=CC=1.C#N. For the molar mass, the calculation gives 65.07 g mol⁻¹.

In elementary charge units, the Löwdin charges are:
1. C -0.001
2. C -0.124
3. C -0.083
4. H 0.092
5. H 0.082
6. C -0.081
7. N 0.064
8. H 0.051

***

Which one sits at the bottom of the stability order? run w does.

***

Run w
The following is a DFT calculation (the ωB97M-V functional and the def2-TZVPD basis) of one molecule with the formula C3H6ClF.

Positions of all 11 atoms, in Å:
C  0.96197  -0.78138  -0.41115
C  0.41427  0.57353  0.20017
C  -1.19484  0.44380  0.29844
F  -1.75213  1.27470  -0.59745
Cl  -1.81003  -1.11122  -0.05147
H  1.97004  -0.77736  -0.73854
H  0.89034  -1.67958  0.22809
H  0.23304  -1.02244  -1.24460
H  0.90364  0.85057  1.14188
H  0.72993  1.47329  -0.26592
H  -1.34623  0.75610  1.44054

The value obtained for the LUMO energy is 0.0362 hartree. Its SMILES is CC[C@@H](F)Cl. For the molar mass, the calculation gives 96.53 g mol⁻¹.

Atom charges from the Löwdin analysis, given in e for atoms 1 to 8:
1. C -0.159
2. C -0.199
3. C -0.791
4. F -0.048
5. Cl 0.729
6. H 0.044
7. H 0.061
8. H 0.046

***

Run x
The following is a DFT calculation (the ωB97M-V functional and the def2-TZVPD basis) of one molecule with the formula C3H6ClF.

Positions of all 11 atoms, in Å:
C  -0.70373  -0.72561  1.27395
C  -0.72708  -0.42059  -0.05310
F  -2.08871  -0.44041  -0.70861
C  0.06110  0.90821  -0.01438
Cl  1.73959  0.31187  -0.30505
H  0.39283  -0.48351  1.70939
H  -1.63178  0.13234  1.65809
H  -1.21849  -1.79638  1.37945
H  0.08619  -1.09899  -0.65223
H  0.02318  1.58633  1.11423
H  -0.20836  1.74998  -0.88448

The value obtained for the LUMO energy is 0.0334 hartree. Its SMILES is C[C@@H](F)CCl. For the molar mass, the calculation gives 96.53 g mol⁻¹.

Atom charges from the Löwdin analysis, given in e for atoms 1 to 8:
1. C -0.177
2. C -0.566
3. F -0.091
4. C -0.573
5. Cl 0.553
6. H 0.119
7. H 0.181
8. H 0.128

***

Which one sits at the bottom of the stability order? run x does.